Density functional theory data (wB97M-V/def2-TZVPD) for a cluster of 11 separate species, C23H69N23O16P3 in total at a distorted geometry.

```
134
Properties=species:S:1:pos:R:3:forces:R:3:mulliken_charge:R:1
P 0.79542 4.01786 1.05348 0.0 0.7 0.6 0.086
P -0.58629 -0.82678 1.54374 -0.2 0.3 0.0 0.927
P 1.25498 -0.57557 0.44178 0.2 -0.6 -0.8 -0.028
O -1.13012 -2.16134 0.84588 0.3 -0.4 0.5 -0.392
O 1.61900 2.50894 3.88988 0.4 0.6 -0.2 -0.553
O 1.18954 -2.61603 5.14607 -0.1 -0.1 -0.1 -0.666
O -12.27712 0.09542 -4.21263 0.0 0.1 0.1 -0.756
O -7.47923 0.97735 -3.07684 -0.1 0.4 0.1 -0.745
O -0.41543 2.21015 7.39643 0.0 0.0 0.1 -0.655
O -0.66461 4.05248 0.30004 0.1 -0.4 -0.3 -0.485
O 1.64176 1.38270 -3.60561 0.1 0.1 0.1 -0.679
O 6.77889 0.05430 3.47527 -0.3 0.1 -0.1 -0.595
O -2.35302 -5.36662 -3.50341 0.0 -0.1 -0.2 -0.724
O -4.95132 -2.45163 -2.40412 0.0 0.0 0.1 -0.746
O -0.30451 -1.24769 3.06737 -0.3 -0.1 -0.4 -0.575
O -1.98060 -3.11773 -8.19807 0.0 0.0 0.0 -0.688
O -1.49119 0.30382 1.40419 0.0 0.5 0.1 -0.673
O 6.49357 7.17959 4.11355 0.0 -0.1 0.0 -0.669
O 1.55648 -7.45184 -7.14275 0.0 0.0 0.0 -0.633
N -0.24485 0.92870 -4.78875 0.1 0.1 0.1 -0.356
N 8.21795 0.81369 1.88754 -0.1 0.0 0.1 -0.370
N -5.10916 -3.16026 -4.54802 0.0 0.0 0.1 -0.377
N -1.98486 1.23516 8.70770 0.0 0.0 0.0 -0.416
N -1.93992 -4.09514 -6.14881 0.1 0.0 -0.1 -0.180
N 8.98450 0.16392 3.96388 -0.1 0.0 0.0 -0.430
N -1.50299 -5.33122 -8.04206 0.1 0.0 -0.1 -0.410
N -9.26327 2.32622 -3.44816 0.1 0.1 0.0 -0.374
N -12.60211 -0.60923 -6.33815 0.0 0.0 0.0 -0.381
N -9.55172 0.06060 -3.20259 -0.1 0.0 0.1 -0.291
N 3.05876 -0.28720 4.61551 -0.5 0.3 0.4 0.389
N 2.71590 -8.62020 -8.70309 0.0 0.0 0.0 -0.394
N 6.48343 8.76472 5.73262 0.0 -0.1 0.0 -0.389
N -5.96933 -1.10403 -3.91621 0.4 -0.2 0.3 -0.326
N -2.46855 1.81176 6.52289 0.1 -0.1 0.0 -0.379
N 0.02574 0.16188 -2.61859 0.0 0.2 -0.1 -0.222
N 8.42210 7.61793 5.22234 0.0 0.0 0.0 -0.389
N 3.06153 1.52938 0.83740 0.1 -0.2 -0.2 0.377
N 1.29363 -6.90448 -9.32517 -0.1 0.0 0.0 -0.334
N -13.33847 1.47318 -5.66560 0.1 0.0 0.0 -0.384
N -0.47170 -4.76441 -2.38428 -0.1 -0.1 -0.1 -0.303
N -2.54089 -3.90748 -1.79530 0.0 -0.3 0.0 -0.171
N 3.54091 4.47296 2.71167 0.1 -0.4 -0.2 -0.139
C 1.66513 1.24982 0.49108 -1.0 1.0 -0.2 0.267
C 1.43972 1.61033 4.97286 -0.1 0.0 0.7 -0.289
C 3.34110 -1.52278 5.34470 0.5 -0.2 -0.5 -1.142
C -1.82267 -4.71993 -2.60677 0.1 0.2 0.2 0.660
C -1.55035 1.77902 7.53420 -0.1 0.0 0.0 0.693
C 7.92138 0.32848 3.13079 0.2 -0.1 0.0 0.677
C -5.32891 -2.24150 -3.55480 0.0 -0.1 -0.3 0.762
C 1.85252 1.88376 2.69426 -0.8 -0.6 0.1 1.266
C 7.09397 7.81310 4.96890 0.0 0.1 0.0 0.671
C 2.56275 -2.69641 4.78469 0.1 -0.1 -0.2 0.402
C 1.92565 4.23277 -0.36904 0.2 -0.7 0.0 -0.907
C 0.93212 2.18232 1.48690 0.7 0.5 -0.1 -0.074
C 5.26172 4.04343 4.42762 -0.1 0.0 -0.3 -1.182
C 0.53920 0.85658 -3.68051 -0.1 0.0 0.0 0.523
C -12.71112 0.30763 -5.33780 -0.1 0.0 -0.1 0.683
C 4.50946 2.34121 2.63644 -0.1 0.1 -0.4 -0.240
C 1.83865 -7.64579 -8.31194 0.0 0.0 -0.1 0.601
C 2.73832 -2.84957 3.26414 0.0 -0.4 0.3 -0.642
C 3.21471 1.94083 2.04813 -0.3 0.0 0.4 -0.648
C -8.69090 1.10502 -3.23077 -0.1 -0.1 0.1 0.580
C 2.67059 0.87510 5.43570 0.5 0.0 -0.4 -0.857
C -1.82114 -4.10933 -7.50430 0.1 -0.1 0.1 0.551
C 4.37909 3.70348 3.26829 -0.3 0.7 0.2 -0.077
H -5.39403 -3.02138 -5.49855 0.0 0.0 0.0 0.170
H -6.15247 -0.39669 -3.21244 -0.2 -0.2 -0.3 0.224
H 2.94739 4.03744 -0.05642 0.2 0.1 0.2 0.225
H 5.42218 5.11271 4.47118 0.0 0.3 0.0 0.225
H 7.46081 0.92873 1.24321 0.0 -0.1 -0.1 0.190
H -0.67970 3.55144 -0.52661 -0.2 0.1 0.0 0.320
H -0.87920 -0.27280 -2.59765 0.0 0.0 0.0 0.171
H -12.95246 -0.46206 -7.26522 0.0 0.0 0.0 0.168
H 4.77002 3.73395 5.34716 0.1 -0.2 0.2 0.277
H 6.95615 9.29842 6.43660 0.0 0.0 0.0 0.167
H -1.82623 -4.90161 -5.55638 -0.1 0.0 0.1 0.165
H 0.64526 0.89021 4.76245 -0.1 -0.1 -0.2 0.016
H 3.12123 -1.42417 6.40296 -0.1 0.1 0.1 0.383
H -0.01633 -4.23839 -1.66396 0.0 0.0 0.0 0.113
H 5.21198 2.48650 1.81406 0.3 -0.4 0.1 0.557
H -1.14866 0.49994 -4.85741 0.0 0.0 0.0 0.156
H 8.79853 -0.19589 4.88138 0.0 0.0 0.0 0.222
H -2.14426 -3.35826 -1.05868 0.1 0.1 0.0 0.146
H 0.11770 1.43083 -5.57766 0.0 0.0 0.0 0.249
H 4.88350 1.57409 3.31243 0.2 -0.1 0.0 -0.031
H -1.33234 1.20207 9.46792 0.0 0.0 0.0 0.223
H 1.76203 -2.79936 2.79016 0.0 0.1 -0.2 -0.122
H 1.71604 3.55201 -1.19761 -0.1 0.1 -0.2 0.259
H -8.65734 3.12374 -3.47403 0.0 0.0 0.0 0.211
H 1.50224 -7.04346 -10.29506 0.0 0.0 0.0 0.159
H 3.84556 -0.03565 4.04020 0.2 -0.2 0.0 -0.222
H -0.22792 -2.20835 3.13561 0.2 -0.2 0.4 0.406
H 6.23308 3.56773 4.31698 0.1 -0.2 0.2 0.352
H 1.89055 5.25724 -0.71709 -0.2 0.2 -0.1 0.419
H 3.12820 -9.18074 -7.98192 0.0 0.0 0.0 0.222
H 2.46708 0.58243 6.46132 0.0 -0.3 0.1 0.598
H -3.53394 -3.85003 -1.96880 -0.1 0.4 0.0 0.137
H -10.24957 2.44958 -3.57726 0.0 -0.1 0.0 0.159
H 5.50977 8.93401 5.56452 0.0 0.0 0.0 0.216
H -2.18098 2.21625 5.65164 0.0 0.0 0.0 0.216
H 0.63277 0.11190 -1.82050 -0.2 -0.3 -0.2 0.173
H -6.27583 -0.92564 -4.85312 0.0 0.0 0.0 0.130
H 1.10160 2.20511 5.80784 -0.2 0.3 0.0 0.618
H -1.79244 -2.55769 1.43183 -0.3 -0.2 -0.3 0.333
H -1.41823 -5.37441 -9.03936 -0.2 0.0 0.0 0.238
H 0.07668 -5.35528 -2.98122 0.0 0.0 0.0 0.213
H 9.14779 1.03814 1.58776 0.0 0.0 0.0 0.171
H -2.91104 0.87834 8.84419 0.0 0.0 0.0 0.158
H 1.66786 0.80836 2.86474 0.4 -0.2 -0.1 -0.191
H 3.79916 1.45844 0.14848 0.1 0.0 0.1 0.302
H 3.51721 5.39352 3.14253 0.0 0.1 0.0 0.260
H 4.39866 -1.78404 5.26092 0.2 0.1 0.1 0.331
H 2.19834 -1.20287 1.27087 0.0 0.3 0.3 -0.338
H 2.95539 -3.59726 5.24791 -0.2 -0.1 0.3 0.586
H -13.44348 2.15956 -4.94275 0.0 0.0 0.0 0.215
H 9.92972 0.37458 3.70576 0.0 0.0 0.0 0.154
H 2.95988 -8.79635 -9.65842 0.0 0.0 0.0 0.160
H -4.62439 -4.00730 -4.30523 0.0 0.0 0.0 0.185
H 3.40804 -2.11314 2.83333 0.0 0.2 -0.1 0.107
H -12.14785 -1.47603 -6.11993 0.0 0.0 0.0 0.217
H -0.11168 1.96183 1.68438 0.0 -0.5 0.0 0.336
H 3.51132 1.57129 5.49197 0.0 0.2 0.1 0.119
H -9.16302 -0.84993 -3.04216 0.0 0.0 0.0 0.184
H -3.40529 1.46785 6.61346 0.0 0.0 0.0 0.166
H 1.48229 1.60539 -0.51995 0.2 -0.2 -0.2 0.002
H 8.93509 8.12846 5.91524 0.0 0.0 0.0 0.168
H -10.55010 0.16402 -3.33042 0.1 -0.1 -0.1 0.285
H -2.17434 -3.21977 -5.72130 -0.1 0.0 0.0 0.118
H 0.65473 -6.17770 -9.05960 0.1 0.1 0.1 0.240
H 0.86614 -1.78085 4.79023 0.0 0.2 0.2 0.260
H 8.89856 6.93036 4.67097 0.0 0.0 0.0 0.212
H 3.12814 -3.83521 3.02684 0.1 -0.1 -0.1 0.403
H -1.36257 -6.16248 -7.49688 0.0 0.0 0.0 0.191
H -13.70484 1.66702 -6.57784 0.0 0.0 0.0 0.168
```
Forces are in eV/Å.

Results
Total charge: +1
Max |F| (eV/Å): 1.412
M (g/mol): 1016.9
E_HOMO (eV): -10.504


Density functional theory data (wB97M-V/def2-TZVPD) for a structure of composition C36H37FNO5RuSSi.

```
83
Properties=species:S:1:pos:R:3:forces:R:3:mulliken_charge:R:1
Ru 1.34092 -0.82490 0.43320 0.1 0.0 0.1 -0.270
S 0.51450 6.49570 -5.00575 0.0 0.0 0.0 -0.204
Si 0.90688 -2.73760 3.34716 0.0 0.0 0.0 -0.277
F 2.50770 -1.99552 -2.61192 0.0 0.0 0.0 -0.440
O -2.77239 -1.43512 -0.09048 0.0 0.0 0.0 -0.753
O -0.34435 0.87744 1.21701 0.0 0.0 0.0 -1.034
O -0.55478 -1.55932 0.02763 0.0 0.0 0.0 -0.250
O 3.89820 -1.69454 -0.16182 0.0 0.0 0.0 -0.509
O -1.21078 6.99780 -6.86574 0.0 0.0 0.0 -0.595
N 1.63554 -2.46919 1.83521 -0.1 0.0 0.1 0.663
C 3.72955 -5.18024 0.27455 0.0 0.0 0.0 -0.643
C -3.31615 3.64359 -0.27629 0.0 0.0 0.0 -0.846
C -4.43802 -0.19068 3.44943 0.0 0.0 0.0 -0.756
C -0.93129 -3.07761 3.19299 -0.1 0.0 0.0 -0.673
C 1.49333 3.98686 -4.43487 0.0 0.0 0.0 -0.287
C -0.87469 6.15415 -6.06740 0.0 0.0 0.0 0.686
C 1.18107 -1.19364 4.39173 0.0 0.0 0.0 -0.795
C -2.32661 1.45236 -0.00166 0.0 0.0 0.0 -0.173
C 2.37062 -3.18653 0.95955 -0.1 0.0 -0.1 0.307
C -3.75498 -0.07928 2.24987 0.0 0.0 0.0 -0.128
C -2.75663 2.66363 0.53289 0.0 0.0 0.0 -0.389
C 1.60568 -4.17172 4.37023 0.0 0.0 0.0 -1.284
C 0.87419 2.67850 -2.47862 0.0 0.0 0.0 0.415
C -3.00020 2.22801 -2.18474 0.0 0.0 0.0 -0.843
C -1.57351 4.82846 -5.92260 0.0 0.0 0.0 -0.823
C 3.78515 -0.67159 0.78797 0.0 0.0 0.0 -0.689
C -0.03652 4.90692 -2.82587 0.0 0.0 0.0 -0.437
C -1.66262 0.42107 0.91319 0.1 0.0 0.0 3.383
C 2.92306 -4.44937 1.15454 0.0 -0.1 0.1 -0.649
C -1.66519 -0.98821 0.21942 0.0 0.0 0.0 -0.690
C -3.44609 3.42440 -1.64069 0.0 0.0 0.0 -0.328
C -2.44259 1.24932 -1.37354 0.0 0.0 0.0 -0.064
C 1.24367 0.51914 -1.00241 -0.2 -0.1 -0.1 -1.117
C 1.58808 2.83088 -3.68620 0.0 0.0 0.0 -0.626
C -3.80013 0.08911 4.65319 0.0 0.0 0.0 -0.445
C 2.46318 -2.98754 -1.59781 0.0 0.0 0.0 1.204
C 4.08985 -4.87922 -1.06805 0.0 0.0 0.0 -0.301
C 0.05422 3.75270 -2.07521 0.0 0.0 0.0 -0.212
C 2.56997 -2.29629 -0.24955 0.1 0.0 -0.1 2.186
C 3.60420 -3.91813 -1.89329 0.1 0.0 0.0 -1.420
C -1.78529 0.59644 3.43590 0.0 0.0 0.0 -0.184
C 1.12726 -3.69527 -1.74773 -0.1 0.0 0.0 -1.407
C -2.41556 0.31167 2.23213 0.0 0.0 0.0 -1.038
C 0.67288 5.03616 -4.01978 0.0 0.0 0.0 -0.250
C 0.99200 1.51272 -1.69465 0.1 0.0 0.1 0.246
C -2.47290 0.48445 4.63983 0.0 0.0 0.0 -0.764
H -3.87955 4.18746 -2.27770 0.0 0.0 0.0 0.387
H 0.47329 -1.12161 5.22410 0.0 0.0 0.0 0.286
H -0.87272 4.00751 -6.07684 0.0 0.0 0.0 0.325
H 4.01974 -3.81747 -2.89123 0.0 0.0 0.0 0.294
H -0.67527 5.71847 -2.49450 0.0 0.0 0.0 0.434
H -1.38567 -3.25494 4.17449 0.0 0.0 0.0 0.356
H 4.15789 -6.09589 0.67560 0.0 0.0 0.0 0.324
H 2.05252 4.08353 -5.35910 0.0 0.0 0.0 0.397
H -2.38144 4.78668 -6.64995 0.0 0.0 0.0 0.339
H 2.75192 -4.89870 2.12963 0.0 0.0 0.0 0.015
H 4.65756 -0.01608 0.69453 0.0 0.0 0.0 0.479
H -4.23509 -0.32173 1.31168 0.0 0.0 0.0 0.420
H 1.04514 -4.07561 -2.76972 0.0 0.0 0.0 0.514
H 0.30761 -3.01140 -1.52825 0.0 0.0 0.0 -0.007
H -1.46620 -2.25563 2.71578 0.0 0.0 0.0 0.086
H 2.22289 2.01607 -4.01049 0.0 0.0 0.0 0.534
H -4.33446 -0.00830 5.59165 0.0 0.0 0.0 0.360
H -1.96169 4.71157 -4.90989 0.0 0.0 0.0 0.113
H 4.86082 -5.52236 -1.49093 0.0 0.0 0.0 0.262
H -3.65080 4.57762 0.16083 0.0 0.0 0.0 0.350
H 1.35789 -5.14054 3.92820 0.0 0.0 0.0 0.318
H 1.18116 -4.14287 5.38033 0.0 0.0 0.0 0.323
H -0.51006 3.65839 -1.15562 0.0 0.0 0.0 0.490
H 0.03739 1.24571 0.39116 0.0 0.0 0.0 -0.062
H 1.08295 -4.53908 -1.05565 0.0 0.0 0.0 0.227
H -0.74809 0.89571 3.42569 0.0 0.0 0.0 0.437
H 1.07426 -0.30837 3.76086 0.0 0.0 0.0 0.110
H -1.95626 0.69495 5.56958 0.0 0.0 0.0 0.408
H -5.47502 -0.50752 3.44582 0.0 0.0 0.0 0.372
H -1.08808 -3.96459 2.57202 0.0 0.0 0.0 0.281
H 3.72487 -1.04144 1.81681 0.0 0.0 0.0 0.109
H 2.95397 0.08763 0.56721 0.0 0.0 0.0 0.365
H 2.69426 -4.10721 4.45503 0.0 0.0 0.0 0.282
H -2.09308 0.32274 -1.80818 0.0 0.0 0.0 0.460
H -3.07156 2.05621 -3.25247 0.0 0.0 0.0 0.383
H -2.65872 2.83314 1.59930 0.0 0.0 0.0 0.400
H 2.19719 -1.19202 4.79933 0.0 0.0 0.0 0.336
```
Forces are in eV/Å.

Results
⟨S²⟩: 0.783
Energy relative to the best compared isomer or geometry (same formula, charge and spin) (kcal/mol): 0.0
Total charge: -2
Max |F| (eV/Å): 0.228
M (g/mol): 743.9
E_HOMO (spin up / spin down) (eV): -0.095 / -1.343
Multiplicity: 2